No. 1
Formula: C44H58N3O2S2Sr
Source: OMol25
Level of theory: ωB97M-V/def2-TZVPD

Structure (XYZ):
```
110
C44H58N3O2S2Sr ωB97M-V/def2-TZVPD
Sr -0.01 0.07 0.15
C 0.40 3.02 2.48
N -0.78 2.19 2.24
C -1.85 3.00 1.69
C -2.93 2.18 0.98
N -2.48 1.56 -0.26
C -2.10 2.53 -1.27
C -3.40 0.58 -0.72
C -4.26 0.82 -1.78
C -5.13 -0.16 -2.24
C -5.16 -1.40 -1.63
C -4.32 -1.65 -0.57
C -3.43 -0.68 -0.09
S -2.42 -1.09 1.25
C -1.09 1.40 3.38
C -2.22 1.62 4.16
C -2.47 0.86 5.29
C -1.59 -0.15 5.66
C -0.48 -0.40 4.88
C -0.22 0.35 3.73
S 1.21 -0.06 2.82
H 0.18 3.81 3.22
H 0.72 3.48 1.55
H 1.20 2.38 2.85
H -1.40 3.69 0.98
H -2.34 3.62 2.46
H -3.79 2.86 0.78
H -3.27 1.38 1.64
H -2.87 3.29 -1.45
H -1.88 2.01 -2.20
H -1.18 3.03 -0.97
H -4.28 1.78 -2.28
H -5.79 0.06 -3.07
H -5.82 -2.18 -1.99
H -4.32 -2.62 -0.08
H -2.93 2.39 3.91
H -3.36 1.06 5.87
H -1.79 -0.75 6.53
H 0.21 -1.19 5.12
C 4.63 0.42 -5.67
C 4.69 -0.27 -4.30
C 4.48 -1.77 -4.48
C 6.09 -0.07 -3.69
C 3.62 0.34 -3.40
C 2.44 -0.30 -3.12
C 1.42 0.36 -2.39
N 0.15 -0.01 -2.46
C -0.14 -1.32 -2.68
C -0.93 -1.71 -3.75
C -1.21 -3.05 -3.96
C -0.81 -3.95 -2.97
C -0.16 -3.59 -1.81
C 0.29 -2.25 -1.65
O 0.95 -1.80 -0.66
C 0.10 -4.70 -0.78
C 0.60 -4.18 0.57
C 1.15 -5.68 -1.34
C -1.22 -5.44 -0.51
C -1.89 -3.48 -5.25
C -3.25 -2.77 -5.37
C -2.14 -4.99 -5.33
C -1.01 -3.09 -6.45
C 1.73 1.59 -1.67
O 1.03 1.89 -0.67
C 2.88 2.31 -2.13
C 3.78 1.67 -2.94
C 3.11 3.74 -1.65
C 1.78 4.51 -1.61
C 4.05 4.51 -2.58
C 3.70 3.69 -0.24
H 5.39 0.01 -6.34
H 4.80 1.49 -5.58
H 3.65 0.27 -6.12
H 5.34 -2.20 -5.01
H 3.59 -1.99 -5.06
H 4.40 -2.27 -3.52
H 6.83 -0.57 -4.31
H 6.12 -0.50 -2.69
H 6.36 0.98 -3.63
H 2.20 -1.26 -3.54
H -1.21 -0.95 -4.46
H -1.04 -4.99 -3.12
H 1.57 -3.71 0.49
H 0.68 -5.03 1.26
H -0.10 -3.47 0.99
H 2.10 -5.17 -1.46
H 0.85 -6.09 -2.30
H 1.28 -6.50 -0.64
H -1.99 -4.73 -0.25
H -1.08 -6.13 0.33
H -1.56 -6.02 -1.36
H -3.86 -3.00 -4.50
H -3.77 -3.11 -6.26
H -3.12 -1.70 -5.43
H -2.81 -5.33 -4.55
H -1.20 -5.55 -5.26
H -2.60 -5.24 -6.29
H -0.84 -2.02 -6.48
H -1.47 -3.39 -7.39
H -0.03 -3.58 -6.38
H 4.67 2.19 -3.25
H 1.33 4.57 -2.60
H 1.96 5.53 -1.25
H 1.08 4.03 -0.93
H 3.73 4.41 -3.62
H 5.08 4.16 -2.50
H 4.04 5.57 -2.32
H 3.03 3.16 0.43
H 3.85 4.71 0.13
H 4.66 3.17 -0.25
```

Output
2S+1   1
Calculated total energy   -2853.4353 Eh
Total charge   -1
ΔE to the lowest compared entry with this formula, charge and spin   1.810 eV

No. 2
Formula: C2H4N2S3
Source: OMol25
Level of theory: ωB97M-V/def2-TZVPD

Structure (XYZ):
```
11
C2H4N2S3 ωB97M-V/def2-TZVPD
C -0.10 0.97 -1.16
C -0.27 -0.86 0.72
H 1.89 2.68 -1.18
H 0.35 2.83 -2.49
H -0.51 -1.46 -0.08
H 0.41 -3.15 3.26
N 0.43 2.22 -1.61
N -0.37 -1.21 1.91
S -0.86 -0.17 -2.10
S -0.23 1.00 0.64
S -0.73 -2.85 2.09
```

Output
2S+1   1
Calculated total energy   -1382.4722 Eh
Total charge   0
ΔE to the lowest compared entry with this formula, charge and spin   5.438 eV

No. 3
Formula: C3H9N3O2
Source: OMol25
Level of theory: ωB97M-V/def2-TZVPD

Structure (XYZ):
```
17
C3H9N3O2 ωB97M-V/def2-TZVPD
C -1.30 -0.28 -1.75
C 1.06 -0.97 -0.96
C -0.13 -0.06 -0.73
N -0.58 -0.15 0.61
N 0.34 0.64 2.76
N 0.59 0.88 1.49
O 0.98 1.18 3.70
O 1.37 1.67 1.02
H -1.34 0.46 -2.46
H -1.23 -1.31 -2.05
H -2.23 -0.18 -1.25
H 1.84 -0.39 -1.53
H 0.98 -1.87 -1.52
H 1.61 -1.47 -0.07
H 0.18 1.03 -0.88
H -1.49 0.45 0.66
H -0.66 0.37 2.96
```

Output
2S+1   1
Calculated total energy   -434.1965 Eh
Total charge   0
ΔE to the lowest compared entry with this formula, charge and spin   8.970 eV

No. 4
Formula: C29H68Br2N5O5
Source: OMol25
Level of theory: ωB97M-V/def2-TZVPD

Structure (XYZ):
```
109
C29H68Br2N5O5 ωB97M-V/def2-TZVPD
C 6.45 -4.73 -9.20
C 5.16 -5.10 -8.56
O 4.28 -5.75 -8.89
N 5.13 -4.42 -7.14
H 5.96 -4.74 -6.62
H 5.08 -3.42 -7.29
C 3.95 -4.87 -6.28
H 6.95 -5.73 -9.16
H 7.01 -3.94 -8.70
H 6.31 -4.58 -10.26
H 4.10 -4.73 -5.22
H 3.78 -5.93 -6.49
H 3.03 -4.32 -6.52
C -3.91 2.54 1.43
C -4.16 3.83 0.79
C -3.01 4.18 -0.05
C -3.34 5.39 -0.89
C -4.44 4.87 -1.87
C -5.74 4.37 -1.34
N -5.39 3.63 -0.06
O -6.20 2.96 0.36
C -6.35 3.38 -2.26
C -6.74 5.51 -0.90
C -4.58 4.86 1.85
H -3.10 2.65 2.14
H -3.50 1.83 0.71
H -4.78 2.09 1.93
H -2.71 3.35 -0.71
H -2.23 4.48 0.60
H -2.54 5.57 -1.56
H -3.42 6.32 -0.38
H -4.05 4.04 -2.39
H -4.69 5.60 -2.67
H -7.30 3.14 -1.80
H -5.77 2.45 -2.28
H -6.53 3.82 -3.22
H -6.34 6.12 -0.07
H -7.65 5.03 -0.52
H -6.93 6.18 -1.78
H -3.79 5.20 2.54
H -5.33 4.39 2.44
H -5.00 5.73 1.36
C 5.07 -3.17 7.68
C 3.80 -3.52 8.33
C 2.59 -3.78 7.58
C 1.15 -3.77 8.27
C -0.17 -3.39 7.33
C -1.07 -2.43 7.89
N 0.28 -7.09 8.50
O 1.23 -6.65 7.87
C -1.79 -1.38 7.10
C -1.34 -2.56 9.34
C 3.59 -3.34 9.79
H 5.88 -3.82 8.12
H 5.25 -2.20 8.16
H 4.98 -3.07 6.62
H 2.75 -4.65 6.95
H 2.59 -2.82 6.84
H 1.05 -2.98 9.02
H 0.74 -4.55 8.92
H -0.72 -4.29 7.01
H 0.11 -2.90 6.38
H -1.23 -0.48 7.44
H -2.76 -1.07 7.45
H -1.64 -1.34 6.04
H -1.50 -3.65 9.64
H -2.24 -2.01 9.59
H -0.41 -2.21 9.92
H 4.13 -2.45 10.03
H 4.12 -4.14 10.28
H 2.60 -3.39 10.26
C -2.02 1.93 -6.83
C -0.68 1.42 -6.30
C 0.18 2.38 -5.54
O 1.22 1.77 -4.86
C 2.38 1.68 -5.79
N -0.90 0.22 -5.42
H -0.04 -0.27 -5.30
H -1.24 0.56 -4.46
H -1.68 -0.40 -5.67
H -2.55 2.50 -6.10
H -2.68 1.04 -7.03
H -1.97 2.51 -7.75
H -0.18 0.96 -7.08
H -0.55 2.95 -4.91
H 0.61 3.12 -6.26
H 3.23 1.21 -5.27
H 2.62 2.73 -6.06
H 2.02 1.11 -6.65
C 0.34 -1.14 -1.23
C 1.13 0.08 -0.86
C 2.57 -0.16 -0.30
O 3.08 1.18 -0.20
C 4.45 1.40 0.25
N 1.17 0.81 -2.17
H 0.28 1.34 -2.42
H 1.95 1.49 -2.11
H 1.44 0.18 -2.93
H 0.17 -1.74 -0.36
H 0.90 -1.73 -2.00
H -0.62 -0.96 -1.71
H 0.55 0.71 -0.11
H 3.16 -0.81 -0.97
H 2.45 -0.49 0.72
H 4.42 1.14 1.36
H 4.68 2.43 0.10
H 5.16 0.77 -0.21
Br -1.85 1.68 -2.51
Br 2.09 -1.72 -4.53
```

Output
2S+1   1
Calculated total energy   -6942.4824 Eh
Total charge   +3

No. 5
Formula: C7H20BeO11
Source: OMol25
Level of theory: ωB97M-V/def2-TZVPD

Structure (XYZ):
```
39
C7H20BeO11 ωB97M-V/def2-TZVPD
Be 0.10 -0.06 -0.43
C 1.01 1.23 -3.01
O 1.36 1.98 -2.01
O 1.78 1.11 -4.00
O 0.05 0.35 -2.90
C 1.32 -3.29 -1.66
O 0.61 -2.27 -1.28
O 1.69 -4.18 -0.81
O 1.63 -3.43 -2.86
C -3.43 1.65 -0.95
O -2.03 1.57 -1.00
H -3.98 0.79 -0.57
H -3.72 2.55 -0.40
H -3.90 1.71 -1.94
H -1.67 2.41 -1.30
C 2.21 2.86 1.28
O 1.20 2.24 0.50
H 2.15 2.70 2.35
H 3.18 2.44 0.97
H 2.29 3.92 1.04
H 1.29 2.53 -0.43
C -3.35 -1.91 0.71
O -1.99 -1.66 0.50
H -3.51 -2.75 1.41
H -4.01 -1.10 1.01
H -3.83 -2.45 -0.12
H -1.54 -2.51 0.53
C 3.44 -0.50 -0.58
O 2.35 -0.54 0.32
H 3.37 -1.30 -1.33
H 3.68 0.41 -1.13
H 4.33 -0.85 -0.04
H 2.55 -1.31 0.87
C -0.79 -0.71 3.03
O -0.44 0.24 2.04
H -1.84 -1.00 3.03
H -0.17 -1.61 2.95
H -0.50 -0.33 4.02
H -0.92 1.05 2.23
```

Output
2S+1   1
Calculated total energy   -1120.8735 Eh
Total charge   -2
ΔE to the lowest compared entry with this formula, charge and spin   0.000 eV

No. 6
Formula: C22H51BrN5O7
Source: OMol25
Level of theory: ωB97M-V/def2-TZVPD

Structure (XYZ):
```
86
C22H51BrN5O7 ωB97M-V/def2-TZVPD
N -5.66 -3.53 1.79
C -4.62 -2.98 1.81
O -3.48 -2.48 1.80
C -3.37 -1.32 2.83
C -1.94 -1.44 3.30
C -1.74 -0.87 4.68
O -1.17 -1.85 5.55
C -3.60 -0.08 1.95
C -2.59 0.97 2.17
O -2.28 1.49 3.18
Br -1.62 1.61 0.50
H -1.73 -2.48 3.38
H -1.19 -1.03 2.62
H -1.09 -0.01 4.66
H -2.71 -0.58 5.05
H -1.57 -1.75 6.41
H -4.53 0.40 2.20
H -3.65 -0.32 0.91
C -6.93 -0.46 -3.47
C -6.50 -1.06 -2.13
C -6.78 -0.15 -0.93
O -5.88 0.94 -0.79
C -6.13 2.04 -1.63
N -5.10 -1.47 -2.24
H -6.22 0.29 -3.82
H -6.98 -1.23 -4.23
H -7.91 0.01 -3.40
H -7.09 -1.96 -1.98
H -6.66 -0.74 -0.02
H -7.81 0.21 -0.95
H -7.20 2.19 -1.79
H -5.63 1.94 -2.60
H -5.72 2.92 -1.14
H -4.84 -2.00 -1.41
H -4.52 -0.63 -2.20
C 3.72 1.99 3.45
C 2.29 1.51 3.69
C 2.11 -0.01 3.55
O 2.12 -0.49 2.22
C 3.39 -0.69 1.64
N 1.38 2.26 2.83
H 3.96 2.03 2.39
H 3.84 3.01 3.84
H 4.45 1.35 3.95
H 2.03 1.75 4.72
H 1.13 -0.27 3.95
H 2.87 -0.55 4.14
H 4.11 -1.05 2.38
H 3.77 0.22 1.17
H 3.28 -1.45 0.87
H 0.42 2.02 3.07
H 1.48 1.90 1.88
C -0.64 3.42 -5.29
C -1.51 2.97 -4.13
C -1.27 3.73 -2.82
O -0.09 3.38 -2.14
C 1.10 3.98 -2.58
N -1.37 1.52 -3.96
H 0.37 3.03 -5.21
H -1.05 3.05 -6.23
H -0.59 4.51 -5.35
H -2.56 3.16 -4.40
H -2.08 3.49 -2.13
H -1.30 4.82 -2.99
H 0.92 5.00 -2.93
H 1.58 3.41 -3.38
H 1.78 4.01 -1.74
H -2.05 1.19 -3.28
H -0.47 1.34 -3.54
C 8.08 -3.90 -1.46
C 7.79 -2.52 -0.87
C 7.18 -2.55 0.54
O 5.81 -2.90 0.59
C 5.53 -4.29 0.54
N 6.98 -1.75 -1.82
H 7.17 -4.37 -1.83
H 8.76 -3.81 -2.30
H 8.53 -4.56 -0.72
H 8.75 -2.00 -0.76
H 7.23 -1.54 0.95
H 7.76 -3.20 1.21
H 6.29 -4.87 1.06
H 5.43 -4.65 -0.49
H 4.57 -4.44 1.04
H 6.90 -0.79 -1.49
H 6.04 -2.12 -1.79
```

Output
2S+1   1
Calculated total energy   -4243.1857 Eh
Total charge   -1
ΔE to the lowest compared entry with this formula, charge and spin   0.000 eV

No. 7
Formula: C2H2Cl2S
Source: OMol25
Level of theory: ωB97M-V/def2-TZVPD

Structure (XYZ):
```
7
C2H2Cl2S ωB97M-V/def2-TZVPD
C -1.38 0.57 -0.01
C 1.24 -0.53 -0.14
S -2.24 0.17 -1.33
Cl -1.87 1.48 1.25
Cl 2.13 -0.27 1.32
H 0.63 -1.42 0.02
H 1.48 0.00 -1.10
```

Output
2S+1   1
Calculated total energy   -1395.8196 Eh
Total charge   0
ΔE to the lowest compared entry with this formula, charge and spin   3.707 eV

No. 8
Formula: C3H3Cl2NS
Source: OMol25
Level of theory: ωB97M-V/def2-TZVPD

Structure (XYZ):
```
10
C3H3Cl2NS ωB97M-V/def2-TZVPD
C -0.67 -0.53 -0.65
C -1.19 0.52 0.31
C 1.46 -0.48 0.20
N 0.54 -0.79 -0.77
S 0.01 0.74 1.62
Cl -1.37 2.05 -0.67
Cl 2.81 0.44 -0.38
H -1.48 -0.91 -1.36
H -2.05 0.16 0.85
H 1.93 -1.21 0.86
```

Output
2S+1   1
Calculated total energy   -1489.3767 Eh
Total charge   0
ΔE to the lowest compared entry with this formula, charge and spin   1.013 eV